#w
Entry from the Open Molecules 2025 dataset: the molecule C7H7NOS (ωB97M-V/def2-TZVPD).

## Properties
Kohn-Sham gap ... 8.60 eV
SMILES ... O[C@H]1Nc2ccccc2S1
Net charge ... 0
Highest occupied orbital energy ... -7.93 eV
LUMO energy ... 0.7 eV

Geometry (Å):
S 1.741 1.590 -0.158
O 3.111 -0.447 0.822
N 1.317 -0.903 -0.686
C 0.028 1.005 -0.215
C 0.045 -0.455 -0.276
C -2.330 0.865 0.241
C -1.138 1.682 0.025
C -1.162 -1.178 -0.116
C -2.352 -0.500 0.191
C 2.406 -0.084 -0.222
H -3.307 -0.961 0.314
H 3.149 -0.011 -0.959
H -1.065 2.769 -0.187
H -1.276 -2.213 -0.149
H 2.500 -0.632 1.693
H 1.548 -1.961 -0.769
H -3.216 1.434 0.451

#x
Entry from the Open Molecules 2025 dataset: the molecule C7H7NOS (ωB97M-V/def2-TZVPD).

## Properties
Kohn-Sham gap ... 8.83 eV
SMILES ... SN1COc2ccccc21
Net charge ... 0
Highest occupied orbital energy ... -8.12 eV
LUMO energy ... 0.7 eV

Geometry (Å):
S 2.769 -0.788 -0.461
O 0.474 2.096 -0.267
N 1.669 0.239 0.309
C -2.341 -0.261 -0.424
C 1.729 1.688 0.225
C -1.634 -1.392 -0.174
C 0.296 -0.156 0.102
C -0.415 0.976 -0.155
C -0.268 -1.437 0.118
C -1.742 0.980 -0.489
H -3.301 -0.478 -0.760
H -2.059 1.979 -0.698
H -2.266 -2.262 -0.152
H 0.476 -2.323 0.293
H 2.492 2.169 -0.336
H 1.934 2.046 1.214
H 3.135 -1.281 0.617

Quick one: least stable of them? #x

#w
Entry from the Open Molecules 2025 dataset: the molecule C2H3ClN2 (ωB97M-V/def2-TZVPD).

## Properties
Kohn-Sham gap ... 9.69 eV
Net charge ... 0
Highest occupied orbital energy ... -9.75 eV
LUMO energy ... -0.1 eV

Geometry (Å):
Cl -2.422 -1.388 0.034
N -2.371 1.150 -0.003
N -1.563 0.123 0.354
C -3.265 1.862 -0.199
C -0.165 -0.020 0.027
H 0.023 -0.899 0.599
H 0.508 0.675 0.597
H -0.120 0.000 -0.973

#x
Entry from the Open Molecules 2025 dataset: a structure of composition C2H3ClN2 (ωB97M-V/def2-TZVPD).

## Properties
Kohn-Sham gap ... 10.55 eV
Net charge ... 0
Highest occupied orbital energy ... -10.37 eV
LUMO energy ... 0.2 eV

Geometry (Å):
Cl 0.455 2.031 -0.046
N -1.222 -0.097 -0.325
N 2.330 -1.317 0.037
C -0.161 0.462 0.416
C 1.357 -0.731 -0.016
H 0.022 0.451 1.513
H -1.449 0.294 -1.290
H -1.333 -1.093 -0.289

Quick one: least stable of them? #w

#w
Entry from the Open Molecules 2025 dataset: the molecule C2H3ClN2 (ωB97M-V/def2-TZVPD).

## Properties
Kohn-Sham gap ... 11.29 eV
SMILES ... N#C[C@H](N)Cl
Net charge ... 0
Highest occupied orbital energy ... -10.68 eV
LUMO energy ... 0.6 eV

Geometry (Å):
Cl -1.281 -1.501 -0.252
N -1.367 2.161 0.078
N 1.364 -0.315 -0.172
C -0.913 1.111 0.063
C -0.354 -0.207 0.297
H 1.508 0.360 -0.964
H -0.271 -0.269 1.304
H 1.314 -1.339 -0.353

#x
Entry from the Open Molecules 2025 dataset: the molecule C2H3ClN2 (ωB97M-V/def2-TZVPD).

## Properties
Kohn-Sham gap ... 10.75 eV
SMILES ... CN(Cl)C#N
Net charge ... 0
Highest occupied orbital energy ... -10.61 eV
LUMO energy ... 0.1 eV

Geometry (Å):
Cl 1.302 1.569 -0.146
N 0.418 0.251 0.509
N 1.747 -2.092 -0.201
C -0.891 0.225 0.002
C 1.207 -1.074 -0.056
H -1.285 1.250 0.363
H -1.621 -0.438 0.572
H -0.876 0.308 -1.042

Quick one: least stable of them? #x

#w
Entry from the Open Molecules 2025 dataset: a structure of composition C33H25Br4FN5O8W (ωB97M-V/def2-TZVPD).

## Properties
<S²> ... 2.018
Kohn-Sham gap (spin up / spin down) ... 6.58 / 7.22 eV
Multiplicity ... 3
Net charge ... -1
Highest occupied orbital energy (spin up / spin down) ... -4.34 / -5.32 eV
LUMO energy (spin up / spin down) ... 2.2 / 1.9 eV

Geometry (Å):
W -0.803 -0.788 -0.576
Br 0.423 2.598 -6.742
Br 3.200 0.825 -6.231
Br -2.080 2.363 -4.483
Br 3.424 -1.045 -3.432
F 1.864 -0.759 5.547
O -1.360 -2.100 0.834
O -1.268 0.456 -2.254
O -2.154 -4.137 1.286
O 0.893 -0.867 0.739
O 1.073 -2.896 -0.193
O 0.859 -0.756 -1.805
O 3.641 1.378 5.258
O 4.459 0.174 0.947
N -1.382 -2.482 -1.721
N -0.930 1.121 0.413
N 3.133 -1.211 2.202
N -2.894 -0.379 -0.531
N 4.028 0.726 3.112
C -1.400 -2.567 -3.046
C 2.548 -0.560 4.410
C -1.916 -3.685 -3.689
C -0.036 1.808 1.320
C -0.338 0.631 -3.161
C -5.005 0.062 -1.162
C -0.371 1.893 2.669
C -2.384 -4.620 -1.552
C 1.888 -0.030 -3.840
C 1.106 2.427 0.808
C 2.433 -1.383 3.375
C 3.899 -0.083 1.990
C 0.606 1.499 -5.212
C -4.446 1.262 -0.705
C 0.832 3.414 -1.503
C -2.073 1.694 0.226
C -2.417 -4.721 -2.937
C -4.007 -0.912 -1.048
C -3.144 0.955 -0.337
C 3.428 0.599 4.354
C -1.517 1.125 3.287
C 1.478 2.323 -0.648
C 2.888 -2.136 1.094
C 1.508 -1.986 0.499
C -0.454 1.423 -4.289
C -1.798 -3.275 0.516
C -1.096 -0.297 3.674
C 0.448 2.656 3.502
C 0.854 -0.076 -2.924
C 1.768 0.769 -4.995
C 1.888 3.191 1.669
C 1.563 3.316 3.011
C -1.850 -3.486 -0.993
H -2.832 -5.599 -3.418
H -4.913 2.235 -0.659
H 2.188 3.897 3.679
H -1.914 -3.716 -4.770
H 3.003 -3.161 1.443
H -2.206 2.721 0.561
H -1.841 1.663 4.179
H -0.258 3.348 -1.459
H 1.124 4.411 -1.160
H 0.198 2.723 4.556
H -6.007 -0.096 -1.532
H 2.567 2.363 -0.731
H 3.620 -1.934 0.318
H 1.762 -2.233 3.411
H -2.758 -5.386 -0.886
H -0.269 -0.262 4.389
H -1.924 -0.840 4.135
H -2.377 1.077 2.615
H -4.072 -1.962 -1.292
H -1.004 -1.724 -3.593
H 2.769 3.683 1.267
H -0.773 -0.866 2.804
H 1.127 3.310 -2.549
H 1.181 1.353 -1.025
H 4.601 1.547 2.981

#x
Entry from the Open Molecules 2025 dataset: a structure of composition C33H25Br4FN5O8W (ωB97M-V/def2-TZVPD).

## Properties
<S²> ... 2.015
Kohn-Sham gap (spin up / spin down) ... 6.90 / 7.41 eV
Multiplicity ... 3
Net charge ... -1
Highest occupied orbital energy (spin up / spin down) ... -4.65 / -5.31 eV
LUMO energy (spin up / spin down) ... 2.3 / 2.1 eV

Geometry (Å):
W -0.032 0.289 0.318
Br -1.353 3.895 6.144
Br 3.421 1.886 3.663
Br 1.928 3.415 6.245
Br -3.058 2.846 3.447
F 0.409 -3.821 -6.184
O -3.611 -3.335 -2.671
O -0.536 -0.918 1.996
O -1.154 1.567 1.447
O 0.079 -1.710 -0.376
O -2.272 -3.781 -6.994
O -0.592 -1.127 -2.432
O -2.237 -1.717 3.214
O 1.359 1.177 1.531
N -1.372 -3.608 -3.061
N 1.788 0.270 -0.978
N -2.893 -3.603 -4.811
N -2.208 -0.253 -0.003
N -0.113 2.025 -0.941
C -0.360 -3.670 -3.990
C -1.012 -3.339 -1.680
C -1.950 -3.716 -5.829
C -2.690 -3.494 -3.444
C 3.983 -3.200 -1.961
C 2.595 -0.871 -1.315
C -2.994 0.104 -1.019
C 0.837 1.774 2.592
C 0.903 3.653 -2.154
C -0.595 -3.741 -5.301
C -0.379 4.085 -1.803
C 3.448 -1.029 1.086
C 2.681 -1.886 2.093
C -0.442 -1.936 -1.528
C 3.288 -2.508 -2.938
C -2.744 -0.741 1.123
C 1.038 2.378 -1.603
C -4.109 -0.875 1.279
C 3.334 -1.534 -0.329
C -4.370 -0.014 -0.940
C 2.964 0.073 -4.712
C 0.915 2.845 4.756
C 2.598 -1.333 -2.646
C -1.780 -1.163 2.233
C 2.031 1.382 -1.607
C -0.457 3.049 4.714
C -1.191 2.617 3.601
C 1.941 -0.619 -3.808
C -0.960 3.061 -1.045
C -4.934 -0.502 0.229
C -0.553 1.991 2.548
C 4.017 -2.695 -0.674
C 1.562 2.206 3.688
H 3.710 -0.635 -5.075
H 0.649 -3.658 -3.595
H -1.907 -3.404 -1.063
H 3.103 0.000 1.152
H 1.388 -1.353 -4.400
H 4.512 -4.112 -2.208
H -0.841 5.025 -2.054
H 4.510 -1.028 1.352
H 3.498 0.862 -4.180
H 1.644 4.184 -2.730
H 3.046 -2.917 2.089
H -4.982 0.275 -1.782
H 1.193 0.089 -3.464
H -2.489 0.481 -1.898
H -1.920 3.041 -0.553
H -4.479 -1.268 2.215
H 2.963 1.514 -2.149
H 2.473 0.522 -5.577
H -6.009 -0.594 0.318
H -3.857 -3.543 -5.103
H 4.589 -3.204 0.094
H 2.801 -1.483 3.100
H 3.283 -2.872 -3.961
H 1.615 -1.907 1.872
H -0.299 -4.086 -1.332

Quick one: least stable of them? #x